The molecule C12H10O2 in a non-equilibrium geometry. Source: the OMol25 dataset; level of theory: ωB97M-V/def2-TZVPD.

Geometry as XYZ:
```
24
Properties=species:S:1:pos:R:3:forces:R:3:nbo_charge:R:1
O -1.05075 -1.93181 1.26522 1.615 0.795 2.135 -0.691
C -1.09350 -1.50813 -0.02417 2.435 4.147 1.483 0.315
C -1.51364 -2.37045 -0.92015 -1.082 -1.794 -3.959 -0.254
C -1.50985 -2.09034 -2.32646 0.943 2.045 2.555 -0.179
C -1.11573 -0.81167 -2.75119 0.136 -0.376 -0.124 -0.238
C -0.72757 0.17122 -1.83707 -0.907 0.563 1.722 -0.262
C -0.60724 -0.19650 -0.42103 -2.766 -2.367 -3.378 -0.076
C 0.07931 0.59113 0.49550 2.566 1.476 0.953 -0.171
C -0.29398 0.97893 1.75740 -2.262 -0.475 -0.942 -0.207
C 0.43455 1.80938 2.51850 -0.667 0.308 3.732 -0.229
C 1.60913 2.34135 2.09200 1.008 0.219 -1.418 -0.201
C 2.08783 1.94527 0.86999 -0.610 -1.604 -0.809 -0.249
C 1.38794 0.93741 0.16074 1.324 1.687 0.410 0.333
O 2.04272 0.39914 -0.89395 -0.220 0.390 -0.398 -0.672
H -0.35758 -1.46058 1.87981 -1.913 -0.895 -2.178 0.505
H -1.76254 -3.32635 -0.51751 -0.345 -0.715 -0.202 0.227
H -1.75573 -2.83367 -3.00316 -0.493 -1.294 -1.207 0.214
H -0.98310 -0.54090 -3.80523 -0.608 -0.348 0.291 0.218
H -0.77383 1.27862 -2.22007 0.911 -2.148 1.078 0.244
H -1.31047 0.75011 2.03890 -0.087 -0.268 0.413 0.221
H 0.04425 1.90442 3.56051 0.510 0.627 -0.937 0.215
H 2.21244 3.08509 2.52882 0.161 0.735 1.311 0.219
H 2.99309 2.32568 0.42075 0.133 -0.032 0.150 0.225
H 1.33422 0.29334 -1.53726 0.216 -0.673 -0.680 0.492
```
Forces are in eV/Å.

Highest occupied orbital energy in Ha: -0.3077
Orbital gap in eV: 8.7
SMILES: Oc1ccccc1-c1ccccc1O
Relative energy (zero: lowest compared OMol25 entry of this formula, charge and spin) in kJ/mol: 97.9
Maximum force in Eh/bohr: 0.09787
E_tot in eV: -16699.6391

---

A structure of composition C2EuF5NO4S2 in a non-equilibrium geometry. Source: the OMol25 dataset; level of theory: ωB97M-V/def2-TZVPD.

Geometry as XYZ:
```
15
Properties=species:S:1:pos:R:3:forces:R:3:lowdin_charge:R:1
Eu 0.56383 3.40336 0.41818 -0.307 0.252 0.353 1.683
N -0.47975 -0.15695 0.03311 -0.232 -0.729 -0.670 -0.278
S 1.09499 -0.00052 -0.66417 -2.466 1.515 -4.134 0.813
O 0.96934 -0.59169 -1.99105 1.015 0.749 2.644 -0.231
O 1.35721 1.48047 -0.59859 0.215 -2.721 0.267 -0.510
C 2.55052 -0.76637 0.24893 -3.294 -3.720 2.416 -0.150
F 2.20288 -0.71115 1.57202 1.371 0.742 -1.765 0.061
F 2.49644 -2.10027 -0.04715 0.968 2.477 -0.080 0.080
S -1.32227 1.12698 0.73334 0.376 2.573 1.402 0.821
O -0.33333 1.64528 1.77614 -0.194 -0.202 -0.380 -0.601
O -1.38729 2.28496 -0.25741 -0.040 -0.768 0.055 -0.595
C -1.74679 -1.13417 -0.19497 4.215 -3.463 -3.393 -0.575
F -1.72871 -1.83887 0.94054 -2.353 2.096 0.873 0.172
F -1.59173 -2.16956 -1.04497 1.580 0.200 -0.446 0.143
F -2.64536 -0.47148 -0.92394 -0.853 0.999 2.859 0.167
```
Forces are in eV/Å.

Highest occupied orbital energy (alpha / beta) in Ha: -0.4758 / -0.4262
Orbital gap (alpha / beta) in eV: 8.4 / 4.6
Multiplicity: 7
Relative energy (zero: lowest compared OMol25 entry of this formula, charge and spin) in kJ/mol: 0.0
Maximum force in Eh/bohr: 0.12494
E_tot in eV: -66327.3207
Total charge: +1

---

A cluster of 8 separate species, C43H99N11O8 in total in a non-equilibrium geometry. Source: the OMol25 dataset; level of theory: ωB97M-V/def2-TZVPD.

Geometry as XYZ:
```
161
Properties=species:S:1:pos:R:3:forces:R:3:lowdin_charge:R:1
C -6.09817 -2.05059 -1.52331 0.124 -0.680 1.674 -0.044
C -4.82554 -2.72139 -2.04573 0.375 1.404 -0.101 -0.498
C -4.56875 -1.91220 -3.31512 0.985 -0.389 -2.585 -0.154
C -3.18246 -2.12581 -3.98602 0.642 0.339 1.909 -0.143
C -2.11456 -1.74898 -2.87143 -1.149 -1.196 -0.763 -0.117
C -2.27315 -2.59557 -1.55452 0.888 2.108 1.511 -0.435
N -3.67459 -2.49654 -1.09337 -0.861 1.637 -1.706 -0.113
O -3.91035 -3.04816 0.15008 0.055 -1.874 0.398 -0.017
C -1.65770 -3.98568 -1.70238 -0.695 0.003 -0.174 -0.029
C -1.43184 -1.78349 -0.41260 -1.229 -0.857 -0.911 -0.018
C -5.05494 -4.20365 -2.30679 0.043 0.040 0.603 -0.020
H -6.94954 -2.08321 -2.20317 0.204 -0.264 -0.153 0.088
H -5.96198 -1.01815 -1.20140 0.337 0.057 -0.224 0.077
H -6.32576 -2.60781 -0.61457 -0.634 0.059 0.140 0.077
H -5.31910 -2.15894 -4.06625 -0.322 -0.725 0.034 0.113
H -4.77692 -0.84239 -3.29875 0.412 0.226 1.099 0.109
H -2.97009 -1.51631 -4.86437 -0.430 0.360 0.055 0.091
H -3.03535 -3.14169 -4.35270 -0.093 -0.270 0.301 0.094
H -2.24644 -0.68632 -2.66783 0.008 0.005 0.283 0.084
H -1.13100 -1.89017 -3.31951 0.268 -0.065 0.385 0.115
H -0.57526 -3.87957 -1.63055 -0.009 -0.271 -0.353 0.071
H -1.98623 -4.71208 -0.95906 -0.031 0.320 0.371 0.083
H -2.00706 -4.40149 -2.64745 0.534 -0.119 -0.279 0.065
H -1.94186 -0.85551 -0.15406 -0.178 0.115 -0.282 0.064
H -1.43389 -2.35169 0.51759 0.351 -0.186 -0.121 0.070
H -0.42658 -1.54361 -0.75901 0.122 -0.320 0.022 0.070
H -5.17954 -4.70815 -1.34864 0.249 0.020 0.198 0.082
H -4.16139 -4.61021 -2.78047 -0.376 -0.276 -0.316 0.069
H -5.99806 -4.40913 -2.81316 0.249 0.107 -0.568 0.085
H -4.05085 -2.38097 0.82589 0.109 0.738 -0.399 0.111
C 7.60833 -3.15096 1.78584 -0.387 -0.250 1.129 -0.055
C 7.38531 -1.65031 1.89140 -1.393 0.777 0.791 -0.436
C 8.68963 -0.92928 1.50640 -0.679 0.470 -0.938 -0.150
C 8.43503 0.56343 1.14006 0.601 -0.257 -0.471 -0.164
C 7.35992 0.68215 -0.01644 0.383 0.282 2.903 -0.101
C 5.98091 0.07606 0.48793 -0.152 -0.492 -3.173 -0.456
N 6.26822 -1.30342 0.90513 4.132 2.143 -0.007 -0.146
O 5.25094 -2.16609 0.87521 -2.041 -1.482 0.453 -0.022
C 5.19566 0.91659 1.46970 0.992 0.718 0.466 -0.034
C 5.16304 0.11650 -0.87893 -0.172 -1.798 0.277 -0.050
C 7.01613 -1.26706 3.42643 0.008 -0.225 -1.375 -0.005
H 6.72980 -3.74016 2.04877 -0.257 0.252 0.132 0.073
H 8.30491 -3.35370 2.59934 0.491 -0.464 -0.361 0.087
H 7.91454 -3.54271 0.81586 0.470 0.421 -0.035 0.088
H 9.51968 -1.08123 2.19635 -0.456 0.297 0.820 0.112
H 9.10748 -1.48623 0.66777 -0.270 0.301 -0.742 0.105
H 9.39872 1.00091 0.87927 0.180 -0.123 -0.803 0.092
H 8.27944 1.18618 2.02102 -0.989 -0.268 0.260 0.095
H 7.81652 0.21495 -0.88899 -0.633 -0.505 0.016 0.109
H 7.16264 1.71500 -0.30351 0.135 0.180 0.223 0.112
H 5.88389 1.20897 2.26276 -0.214 0.306 0.258 0.060
H 4.85240 1.81021 0.94844 -0.124 0.074 0.202 0.086
H 4.34855 0.42823 1.95138 0.091 -0.340 -0.257 0.073
H 5.70936 -0.42506 -1.65117 0.553 0.374 -0.181 0.072
H 4.25093 -0.48024 -0.88606 -0.281 0.072 0.738 0.061
H 4.80496 1.08556 -1.22647 0.583 0.108 0.335 0.067
H 6.19353 -1.89456 3.76948 0.002 -0.022 0.052 0.063
H 6.71073 -0.22579 3.52932 -0.096 -0.049 -0.301 0.054
H 7.86314 -1.36129 4.10598 0.171 -0.405 -0.138 0.070
H 5.56207 -2.83676 0.26284 -0.466 -0.254 -0.251 0.108
C 3.27271 -3.20177 3.37674 -0.558 -1.551 -0.042 -0.022
C 1.79692 -3.21950 2.92242 -0.504 3.124 0.082 -0.474
C 1.62935 -2.74865 1.44985 0.905 -1.412 -0.533 -0.123
C 1.70395 -3.89183 0.39585 -1.001 -0.034 0.557 -0.149
C 0.71141 -5.00170 0.88827 0.409 0.894 -0.808 -0.141
C 1.03710 -5.57956 2.27863 1.070 0.243 -0.286 -0.452
N 1.00276 -4.40054 3.18357 -0.831 -0.768 -2.834 -0.149
O 0.97026 -4.82918 4.47792 0.215 -0.082 1.775 -0.008
C -0.09005 -6.61278 2.63002 0.013 1.002 0.093 -0.031
C 2.46059 -6.25881 2.30260 -0.941 -0.269 -0.042 -0.023
C 1.12963 -2.05677 3.75397 0.685 -0.317 -0.488 -0.039
H 3.89827 -2.38607 3.01424 -0.466 0.118 0.007 0.062
H 3.70685 -4.13707 3.02344 0.473 0.081 0.173 0.059
H 3.20928 -3.23368 4.46443 0.552 0.026 0.086 0.079
H 0.66545 -2.26381 1.29512 -0.106 -0.163 0.277 0.080
H 2.37761 -2.00433 1.17746 0.138 0.035 0.424 0.096
H 2.66102 -4.29626 0.06637 0.440 0.028 0.851 0.095
H 1.39652 -3.39638 -0.52508 -0.634 -0.315 -0.251 0.084
H 0.55123 -5.76809 0.12993 0.298 -0.306 0.068 0.111
H -0.24607 -4.48665 0.96613 -0.250 -0.088 0.180 0.101
H -0.39152 -7.17047 1.74334 0.434 -0.241 -0.023 0.075
H 0.09968 -7.27896 3.47162 0.433 -0.010 -0.172 0.075
H -1.00224 -6.08080 2.90020 -0.024 0.344 0.052 0.077
H 3.21793 -5.74441 1.71106 -0.240 0.107 -0.086 0.059
H 2.84917 -6.33876 3.31784 -0.208 0.023 0.116 0.078
H 2.35085 -7.27233 1.91679 0.156 -0.120 -0.115 0.073
H 1.68107 -1.13188 3.58486 0.320 0.004 0.084 0.075
H 1.22847 -2.31676 4.80788 -0.416 0.205 0.084 0.072
H 0.12872 -1.78204 3.42111 -0.204 -0.507 0.269 0.066
H 0.06493 -4.60116 4.70147 -0.027 -0.120 0.618 0.110
C -3.38544 1.63752 -1.15217 -1.145 -0.826 -0.181 -0.047
C -4.22503 2.85168 -0.80644 0.780 1.442 0.759 -0.472
C -5.47326 2.92431 -1.72028 1.893 -0.150 0.291 -0.129
C -6.45678 3.97178 -1.32924 0.241 0.853 -2.769 -0.246
C -6.88823 3.91511 0.04123 -0.609 -1.650 1.361 -0.175
C -5.73719 3.91806 1.05892 -0.255 -0.980 0.248 -0.489
N -4.67775 2.93257 0.61762 -0.097 -1.781 -0.655 -0.058
O -3.60636 2.50851 1.54081 -2.226 0.852 -1.050 -0.047
C -5.23522 5.32175 1.13937 1.173 1.117 0.706 -0.072
C -6.26243 3.37640 2.42433 0.691 0.014 -0.756 -0.036
C -3.25533 4.04864 -1.10619 -0.687 0.570 -0.201 -0.021
H -3.94687 0.70740 -1.24033 -0.331 -0.323 1.034 0.063
H -2.54897 1.53909 -0.46027 0.142 -0.067 -0.482 0.070
H -3.18293 1.71203 -2.22060 1.044 0.565 -0.025 0.076
H -5.08329 3.13565 -2.71595 -0.087 -0.067 -0.226 0.120
H -5.92921 1.93493 -1.75682 -0.186 -0.091 0.174 0.117
H -7.26830 3.80130 -2.03669 -0.580 0.295 0.181 0.118
H -6.14188 4.99455 -1.53632 0.585 0.001 -0.374 0.112
H -7.38356 2.94639 0.10720 -0.495 -0.055 0.594 0.123
H -7.59654 4.73294 0.17370 -0.028 -0.090 0.753 0.133
H -4.19042 5.27343 1.44622 0.097 0.339 0.328 0.067
H -5.22302 5.89232 0.21072 -0.190 -0.289 -0.214 0.068
H -5.77436 5.94885 1.84942 -0.092 -0.165 0.199 0.084
H -5.37180 3.28516 3.04606 -0.329 0.072 0.446 0.067
H -7.05999 3.96525 2.87738 0.286 0.416 -0.044 0.077
H -6.68029 2.37958 2.28342 0.183 -0.102 -0.155 0.076
H -2.87686 4.03944 -2.12833 -0.280 -0.060 -0.268 0.065
H -2.33913 4.15109 -0.52465 -0.091 -0.552 0.524 0.077
H -3.80454 4.97406 -0.93278 0.157 0.122 -0.308 0.057
H -2.95095 3.20996 1.53801 0.503 0.454 0.118 0.038
C 1.47064 4.14054 -5.06202 3.019 -1.249 -0.996 -0.107
C 0.08938 4.46745 -4.85298 -1.976 -0.330 1.174 -0.447
C -0.80741 3.23855 -4.54886 0.962 0.976 1.219 -0.230
O -0.43866 2.18829 -5.36939 -0.703 -0.272 -1.113 -0.184
C -1.26336 1.06379 -5.14056 1.055 0.009 -1.040 -0.101
N 0.09640 5.54134 -3.83300 -1.131 -0.276 -0.830 0.063
H 1.99287 3.46565 -4.38387 -0.340 0.151 0.703 0.091
H 1.98765 5.10009 -5.06958 0.397 -0.201 -0.304 0.089
H 1.56841 3.61046 -6.00942 0.293 0.253 -0.238 0.080
H -0.21559 4.72132 -5.86818 -0.654 1.201 0.198 0.135
H -1.85780 3.52631 -4.59339 -0.389 -0.083 -0.420 0.118
H -0.65575 2.86924 -3.53461 0.118 0.363 0.693 0.103
H -2.29964 1.22873 -5.43555 -0.304 0.290 0.512 0.090
H -1.10397 0.74850 -4.10940 -0.469 -0.347 0.069 0.072
H -0.89588 0.33719 -5.86520 0.062 -0.444 0.372 0.091
H -0.82994 5.73454 -3.47990 -0.327 0.157 -0.071 0.057
H 0.58835 5.22569 -3.00931 0.362 -0.168 0.237 0.041
C 1.55520 1.16495 -0.42426 2.695 0.423 -3.300 -0.773
O 2.53809 1.51623 -1.08303 0.074 1.305 0.183 -0.003
N 1.60799 0.51220 0.67860 -0.026 -1.897 3.016 0.210
N 0.31756 1.27381 -0.87596 -3.070 0.532 -1.352 0.192
H 0.68056 0.21449 0.94570 0.550 -0.021 1.673 0.062
H 2.40104 0.54141 1.30335 -0.352 -0.194 -0.276 0.104
H -0.35505 0.59738 -0.54410 -0.234 0.459 -0.146 0.060
H 0.12373 1.73005 -1.75595 0.289 -0.238 0.155 0.098
C -0.77905 1.60483 3.05311 -0.291 1.295 -0.157 -0.798
O -0.46894 0.57329 2.49461 -0.035 -2.067 -0.056 -0.018
N -1.19973 1.78095 4.30743 -0.161 -1.464 1.116 0.134
N -0.72672 2.76914 2.40281 0.047 0.114 -1.303 0.144
H -1.46556 0.93997 4.79956 -0.068 0.460 0.266 0.099
H -1.47640 2.71481 4.57475 -0.224 -0.117 0.452 0.008
H -0.84935 3.61280 2.94438 0.292 0.741 -0.360 -0.004
H -0.28456 2.67804 1.49932 0.025 0.837 0.059 0.071
C 0.87401 5.14138 0.48249 -0.378 1.664 -0.550 -0.876
O 0.67202 5.41691 -0.66963 -0.920 0.915 -3.105 0.020
N 1.45294 4.06377 0.82936 2.446 -4.830 0.554 0.167
N 0.59914 5.92198 1.48579 -1.260 3.031 1.804 0.143
H 1.78517 3.53966 0.03247 0.431 -0.472 0.472 0.095
H 1.72140 3.90486 1.78997 0.201 -0.361 -0.303 0.074
H 0.16048 6.79216 1.22035 -0.091 -0.135 0.618 0.096
H 0.67725 5.60793 2.44254 -0.242 0.305 0.186 0.008
```
Forces are in eV/Å.

Highest occupied orbital energy (alpha / beta) in Ha: -0.0065 / -0.2222
Orbital gap (alpha / beta) in eV: 2.3 / 8.1
Multiplicity: 2
Maximum force in Eh/bohr: 0.10583
E_tot in eV: -78961.5180
Total charge: -1

---

A structure of composition C3H8N4 in a non-equilibrium geometry. Source: the OMol25 dataset; level of theory: ωB97M-V/def2-TZVPD.

Geometry as XYZ:
```
15
Properties=species:S:1:pos:R:3:forces:R:3:nbo_charge:R:1
C 0.92726 0.06082 -1.09829 0.317 0.313 -4.408 0.350
C -1.40478 0.04819 -0.54670 -1.384 -1.364 -0.862 -0.106
C 0.10617 0.58326 1.31234 -2.508 -0.608 -0.632 0.077
N 1.85146 -1.33498 0.51296 0.438 -0.842 -1.939 -0.060
N -0.87803 -0.17558 0.78309 0.399 2.581 0.129 -0.508
N -0.28311 0.31963 -1.48296 -0.402 -0.961 2.835 -0.411
N 1.31580 -0.32149 0.08666 1.845 -1.162 4.473 -0.127
H 1.71755 0.27638 -1.83508 -0.052 -0.148 0.340 0.305
H -1.88185 -0.97790 -0.83674 0.534 2.000 0.115 0.299
H -2.17336 0.88752 -0.54090 0.955 -0.971 -0.335 0.301
H 0.34809 1.46896 0.77965 0.322 0.972 0.335 0.234
H 0.17323 0.47676 2.40306 0.839 0.026 -0.431 0.296
H 2.19851 -1.34588 1.48308 -0.247 0.815 0.099 0.397
H -1.55502 -0.48222 1.42818 -0.882 -1.261 0.966 0.462
H -0.46193 0.51654 -2.44837 -0.174 0.610 -0.685 0.491
```
Forces are in eV/Å.

Highest occupied orbital energy in Ha: -0.7266
Orbital gap in eV: 8.6
Relative energy (zero: lowest compared OMol25 entry of this formula, charge and spin) in kJ/mol: 382.8
Maximum force in Eh/bohr: 0.09677
E_tot in eV: -9178.2276
Total charge: +2